(1)
The following is a DFT calculation (wB97M-V/def2-TZVPD) of a 2-piece molecular cluster, C9H11ClN2S overall in a non-equilibrium geometry.

Structure (ORCA input):
```
! wB97M-V def2-TZVPD RIJCOSX def2/J DEFGRID3
* xyz 0 1
C -1.76 -0.59 0.86
C -2.09 1.21 -0.69
C -2.96 -1.19 0.59
C -3.38 0.76 -0.83
C -1.30 0.55 0.23
C -3.85 -0.42 -0.26
C 0.91 1.23 -0.48
C 0.05 1.13 0.53
C 1.89 -2.01 0.01
N 3.46 -0.74 -1.32
N 3.09 -1.47 -0.32
S 1.55 -2.39 1.63
Cl -5.42 -0.97 -0.46
H -1.16 -1.15 1.51
H -1.60 2.03 -1.20
H -3.30 -2.13 1.10
H -4.00 1.37 -1.44
H 0.72 0.67 -1.45
H 1.88 1.63 -0.67
H 0.18 1.48 1.53
H 1.21 -1.88 -0.73
H 2.61 -0.27 -1.90
H 3.77 -1.32 0.44
H 1.24 -3.56 1.33
*
```

Output
- HOMO-LUMO gap (alpha / beta): 8.347 / 8.346 eV
- HOMO (alpha / beta): -7.876 / -7.874 eV

---

(2)
The following is a DFT calculation (wB97M-V/def2-TZVPD) of a 2-piece molecular cluster, C9H11ClN4S overall in a non-equilibrium geometry.

Structure (ORCA input):
```
! wB97M-V def2-TZVPD RIJCOSX def2/J DEFGRID3
* xyz 0 3
C -1.07 4.52 -0.29
C 0.74 -2.57 -0.48
C 0.63 -3.72 0.28
C -0.85 -1.54 0.95
C -0.02 -1.45 -0.17
C -0.26 -3.68 1.35
C -1.31 0.07 -1.68
C 2.61 1.26 1.46
C 0.03 -0.22 -1.02
N -0.56 5.28 -1.08
N -0.97 -2.62 1.68
N -1.51 3.98 0.69
N 1.85 0.66 0.66
S 0.47 1.26 -0.01
Cl -0.49 -5.08 2.32
H 1.42 -2.55 -1.32
H 1.19 -4.61 0.06
H -1.44 -0.69 1.27
H -2.06 0.31 -0.93
H -1.65 -0.81 -2.23
H -1.22 0.90 -2.37
H 3.47 0.72 1.81
H -1.38 3.03 0.98
H 2.46 2.27 1.83
H 0.82 -0.32 -1.77
H -0.91 5.59 -1.97
*
```

Output
- HOMO-LUMO gap (alpha / beta): 5.545 / 5.749 eV
- HOMO (alpha / beta): -4.977 / -9.142 eV